No. 1
{
  "formula": "H30O15",
  "method": "the ωB97M-V functional and the def2-TZVPD basis",
  "elements": ["H", "H", "H", "O", "O", "H", "O", "H", "H", "O", "O", "O", "H", "H", "H", "O", "H", "H", "H", "H", "H", "O", "H", "H", "H", "H", "H", "O", "H", "O", "O", "H", "H", "H", "O", "H", "H", "H", "O", "O", "H", "H", "H", "H", "O"],
  "xyz": [[1.718697, -2.431029, 0.149235], [1.536005, 3.372782, 1.404407], [-2.033303, 2.551573, 3.897942], [-1.710840, 3.155185, 0.296336], [-1.898539, -4.367054, -0.264644], [3.982780, 0.611475, -0.364361], [2.170178, -0.851121, -1.482957], [-3.584117, 0.586420, 1.542672], [3.400958, 2.179319, -0.558841], [0.970208, -2.553089, 0.739818], [1.700174, 3.255045, 0.478129], [0.602869, -0.212239, 0.409844], [-1.709119, 2.635385, 1.201597], [1.178110, -0.572800, 1.118623], [0.885719, 3.337931, -0.051071], [-2.845659, 0.940025, 2.077141], [1.485167, -0.654421, -0.831814], [3.284186, -3.778345, -0.740246], [-2.107246, 0.417671, 1.831838], [2.158113, 1.862617, -3.037570], [0.247263, -2.051119, 0.454172], [1.432576, 1.361583, -3.386954], [-1.640991, -0.736349, -0.614898], [-1.249068, 0.201254, -1.483282], [0.466932, 0.683560, 0.774025], [-1.297318, -2.197025, -2.222276], [0.253749, -1.455510, 4.157304], [3.788144, 1.388368, -1.009335], [2.572979, -0.055525, -1.630604], [-2.096546, -0.032664, -0.929812], [-0.524967, -2.244452, -1.735857], [0.179623, -0.113724, 4.888007], [0.317551, -1.991092, -2.080603], [3.252329, -2.507621, -1.465137], [3.328945, -2.859133, -0.570139], [-2.259893, 2.694046, -0.351922], [-1.086322, 1.933047, 3.018763], [1.602093, 0.409370, -3.208764], [-1.607534, 2.719681, 3.057935], [-4.260316, 1.096259, -2.286781], [-1.383153, -4.105094, -1.066069], [-4.028183, 0.800102, -1.422857], [-1.211442, -4.505169, 0.437905], [-4.162418, 2.073399, -2.260865], [0.843360, -0.685868, 4.422455]],
  "atomic_forces_ev_per_a": [[1.1, -0.3, -0.7], [-0.5, 0.4, 0.6], [-0.7, 0.5, 0.3], [0.7, -1.1, 1.7], [1.2, 0.3, 0.2], [-0.5, 2.6, -1.2], [-1.9, -3.5, -0.6], [0.5, 0.1, 0.5], [0.4, -1.2, 0.1], [0.8, -2.1, 1.9], [0.2, -0.7, -1.3], [-0.3, 1.6, 2.1], [-0.8, 1.4, -1.9], [-0.2, -0.2, -0.4], [0.3, 0.2, 0.8], [-2.1, -0.1, -0.6], [0.0, 0.4, 0.0], [0.2, -1.9, 0.2], [1.0, -1.1, -0.5], [0.8, 0.1, 0.3], [-1.7, 0.8, -1.1], [-1.0, -1.2, -0.1], [1.4, -4.5, 2.5], [-2.5, 0.5, 0.6], [-0.1, 0.0, -0.8], [-1.7, 0.5, -2.5], [1.3, 1.1, 0.5], [0.0, -1.3, 1.2], [2.0, 3.6, -0.6], [1.1, 4.2, -3.0], [1.2, -0.9, 3.4], [1.1, -0.6, -0.4], [0.5, 0.4, -1.3], [0.1, 0.6, 0.2], [-0.1, 0.7, -0.1], [-0.1, -0.2, 0.3], [0.9, -0.7, -0.1], [0.1, 1.1, -0.2], [0.8, 1.1, 0.4], [-0.2, 1.3, -1.1], [-0.3, -0.3, 0.8], [0.4, -0.6, 1.1], [-0.7, 0.0, -0.8], [-0.2, -0.8, -0.2], [-2.4, -0.5, -0.2]],
  "lowdin_spin": [0.0019, 0.0000, -0.0001, 0.2771, 0.2187, 0.0000, 0.0067, 0.0000, 0.0000, 0.1913, 0.0006, 0.0164, -0.0008, -0.0003, -0.0003, 0.0006, -0.0002, -0.0002, -0.0004, 0.0001, -0.0003, 0.0073, 0.0004, -0.0021, -0.0002, -0.0006, -0.0001, 0.0000, 0.0000, 0.0971, 0.0040, 0.0000, 0.0002, 0.0000, 0.0075, -0.0005, 0.0000, -0.0001, 0.0045, 0.1712, 0.0004, 0.0004, -0.0011, 0.0006, 0.0002],
  "homo_energy_ev": [-14.1, -13.7],
  "total_energy_ha": -1146.08919,
  "spin_multiplicity": 2,
  "s2": 0.756,
  "e_above_lowest_kj_mol": 174.99,
  "charge": 1
}

=====

No. 2
{
  "formula": "H31O15",
  "method": "the ωB97M-V functional and the def2-TZVPD basis",
  "elements": ["H", "O", "H", "H", "H", "H", "O", "H", "O", "O", "H", "H", "H", "O", "H", "H", "H", "O", "H", "O", "O", "H", "H", "H", "H", "H", "O", "O", "H", "H", "H", "O", "H", "O", "H", "H", "H", "O", "H", "H", "H", "H", "O", "H", "O", "H"],
  "xyz": [[-2.205743, -1.445157, 2.447302], [0.835282, 3.493765, -1.269266], [-1.008813, 3.343265, 1.332960], [0.061208, -0.492297, -2.483887], [-1.202103, -1.870951, -2.342666], [4.100286, -0.150632, 2.356893], [-0.553618, -0.906332, -1.861802], [-0.257981, 1.956384, -0.352645], [0.594269, -3.839602, -0.263061], [-1.859190, -2.056686, 1.767006], [1.358291, -0.758520, 1.283642], [3.125505, -0.968633, 3.283379], [-0.953537, -3.345341, -1.587431], [-1.712001, 0.312229, 3.142335], [0.747686, -3.065695, 0.296469], [2.695119, 0.710574, -3.730341], [-2.450327, 0.922905, 3.258098], [-1.501832, -0.023352, -4.156248], [2.009088, 2.450679, 2.866578], [1.238664, 1.945833, 2.567851], [3.056432, 0.890778, -0.356366], [0.215848, 3.940840, -1.856530], [-1.195679, 1.279118, 0.647438], [1.370269, -4.394167, -0.007955], [-2.392590, -0.280901, -3.898341], [-0.560765, -0.237336, -1.145158], [-3.229079, -1.799029, -0.651948], [3.211188, -0.544175, 2.425685], [-4.163981, -1.586010, -0.733911], [1.550290, 4.183112, -1.217458], [2.266418, 1.352864, -0.655355], [-1.518297, 3.294331, 2.137527], [2.762718, 0.028367, -0.041838], [-0.490989, 1.085408, -0.007168], [-0.931885, -1.779689, 1.733450], [-0.839198, 0.674493, 3.355130], [0.149964, -0.348827, 0.443061], [2.083985, 0.547143, -2.995590], [2.778406, 0.362105, -2.333117], [1.681238, 1.083174, 2.653211], [-2.353546, -2.572523, -1.611351], [-1.570033, 0.924309, -4.301587], [0.557124, -1.123373, 0.890940], [-2.847910, -1.718724, 0.253561], [-1.603211, -2.970184, -2.227233], [-1.046973, 3.496459, 2.945736]],
  "atomic_forces_ev_per_a": [[0.2, -0.4, -0.3], [0.8, 1.2, 0.0], [0.9, 0.5, 0.5], [0.1, -0.2, -0.6], [0.2, -1.5, 0.7], [-0.5, -0.3, 0.2], [1.5, 1.3, 0.1], [0.6, 0.1, -0.3], [1.1, -0.4, 0.5], [-0.7, 0.4, 0.2], [0.2, -0.2, 0.3], [0.3, -0.1, 0.1], [0.0, -0.2, -0.3], [-0.1, -0.6, -0.3], [-0.4, 0.4, -0.2], [-0.7, 0.1, -0.4], [0.8, 0.4, 0.2], [-0.1, 0.1, -0.2], [-0.4, 0.7, -0.1], [0.9, -0.5, 0.4], [0.2, -0.2, 0.0], [-0.2, -0.2, -0.1], [0.4, -0.4, -0.1], [-1.1, 0.2, -0.6], [0.0, 0.0, -0.1], [-1.0, -0.3, -0.1], [0.3, 0.2, -0.4], [-0.1, 0.4, -0.3], [0.2, -0.1, 0.4], [-0.8, -1.2, 0.2], [-0.1, 0.1, 0.1], [-1.6, -0.5, -0.1], [0.0, 0.1, 0.0], [-1.1, 0.7, 0.3], [0.1, -0.1, -0.2], [-0.7, 0.6, 0.0], [0.5, -0.4, 0.6], [1.2, -0.2, 0.1], [-0.6, 0.0, 0.3], [-0.5, -0.3, -0.4], [0.2, -1.0, -0.3], [0.1, 0.1, -0.2], [0.3, 0.1, -0.1], [-0.3, -0.2, 0.2], [-0.6, 1.5, 0.6], [0.7, 0.1, -0.4]],
  "mulliken_charge": [0.3891, -0.5835, 0.2634, 0.2490, 0.4676, 0.2901, -0.4322, 0.0716, -0.6590, -0.6783, 0.0856, 0.2718, 0.4041, -0.6035, 0.2890, 0.2674, 0.2888, -0.5996, 0.2543, -0.4814, -0.7001, 0.2718, 0.1804, 0.3198, 0.2961, 0.4964, -0.6218, -0.5493, 0.2963, 0.2941, 0.3255, -0.5793, 0.3035, -0.3970, 0.2995, 0.2634, 0.1683, -0.5864, 0.3447, 0.3210, 0.5217, 0.3010, -0.2166, 0.3481, -0.5546, 0.2994],
  "homo_energy_ev": -13.9,
  "total_energy_ha": -1146.97308,
  "spin_multiplicity": 1,
  "e_above_lowest_kj_mol": 78.39,
  "charge": 1
}